Record 1
ORCA calculation (ωB97M-V with the def2-TZVPD basis set) on a cluster of 2 separate species, C9H16S2Si in total.

Last column: Mulliken charge in e.
Positions of all 28 atoms, in Å:
H (0.7422, -0.4926, -2.4060)  0.23
C (-2.1751, 0.7324, -1.1520)  -0.18
H (1.6145, 2.0088, -1.8093)  0.29
C (0.1113, -1.5705, -0.6873)  0.06
C (2.6579, 1.7227, -1.7259)  -0.97
Si (-1.3473, -0.6019, -0.1545)  0.65
C (1.8886, 0.8969, 0.7260)  -0.47
H (1.7897, -1.9173, -1.9332)  0.41
H (1.9018, 1.9777, 0.7910)  0.47
H (-0.3220, 0.0394, 2.3244)  -0.20
H (-2.7945, 1.4394, -0.6100)  0.30
C (0.9631, -1.2713, -1.6948)  -1.11
H (0.3996, -2.3866, -0.0336)  0.20
C (-2.0711, 0.8738, -2.4728)  -0.74
S (2.8028, 0.2886, -0.6155)  0.02
S (2.0824, 0.0841, 2.2615)  -0.08
H (3.2493, 2.5436, -1.3315)  0.36
H (-1.4885, 0.2021, -3.0817)  0.23
H (0.4144, 0.0457, 3.9560)  0.35
H (-1.3467, -3.0171, 1.6546)  0.21
C (-2.3440, -1.1917, 1.3007)  -0.34
H (-2.5793, 1.6633, -3.0023)  0.28
C (0.4514, 0.4760, 2.9609)  -0.46
H (0.3277, 1.5536, 3.0138)  0.28
H (3.0478, 1.4182, -2.6917)  0.36
H (-3.1475, -0.5536, 1.6531)  0.30
H (-2.7033, -2.6286, 2.8100)  0.27
C (-2.1250, -2.3352, 1.9499)  -0.72

Values from the calculation:
**Maximum force**: 1.0 eV Å⁻¹
**ΔE to the lowest compared entry with this formula, charge and spin**: 0.0 kcal/mol
**HOMO energy (spin up / spin down)**: -5.94 / -6.78 eV

Record 2
ORCA calculation (ωB97M-V with the def2-TZVPD basis set) on a cluster of 2 separate species, C9H16SSi2 in total.

Last column: Mulliken charge in e.
Positions of all 28 atoms, in Å:
H (-1.6508, -1.0876, 1.1278)  0.28
H (4.8887, -1.1429, 0.7619)  0.43
C (-3.5322, -0.7682, 0.2671)  -0.62
H (0.2065, -3.0371, 0.2134)  0.13
H (1.3387, 3.4856, -0.2259)  -0.04
H (1.0038, -0.0035, -2.0102)  -0.10
H (-5.4005, -0.3369, -0.9910)  0.32
H (-4.0366, -0.9553, 1.2076)  0.32
H (2.9289, 0.3603, 0.7591)  0.38
Si (0.3615, -0.0247, -0.7687)  -0.15
C (2.9774, -0.6062, 0.3583)  -0.77
C (-2.1620, -0.6528, 0.2398)  -0.21
H (-1.7436, 0.8474, -2.7509)  0.28
C (-1.5234, -0.1486, -0.8375)  0.77
Si (0.5378, 4.0168, 1.0372)  0.21
S (1.4711, -2.8922, -0.2152)  -0.22
H (-4.2212, 1.0159, -2.4442)  0.33
C (-3.5897, 0.4148, -1.8172)  -0.33
H (3.9417, -1.2331, 2.1843)  0.36
H (3.8654, -2.4417, 1.1250)  0.42
C (3.9886, -1.4234, 1.1256)  -1.47
H (3.3041, -0.5865, -0.6396)  0.42
H (1.2549, -1.2843, 1.3544)  0.53
C (-4.3078, -0.2058, -0.7926)  -0.36
C (1.5600, -1.0839, 0.3674)  -0.16
H (1.0748, 3.9809, 2.3258)  -0.07
H (-0.2900, 5.2410, 0.8499)  -0.07
C (-2.2459, 0.5521, -1.8116)  -0.60

Values from the calculation:
**Maximum force**: 3.3 eV Å⁻¹
**ΔE to the lowest compared entry with this formula, charge and spin**: 36.0 kcal/mol
**HOMO energy (spin up / spin down)**: -6.69 / -7.53 eV

Record 3
ORCA calculation (ωB97M-V with the def2-TZVPD basis set) on a structure of composition C9H17AsClN2O4S5SbW.

Last column: Mulliken charge in e.
Positions of all 41 atoms, in Å:
C (1.5378, -1.8289, 2.5726)  -1.13
H (-2.5694, -1.2848, 0.3599)  0.27
H (-3.0443, -0.7580, -3.5871)  0.44
H (-1.2579, -2.3123, 2.8276)  0.33
As (-1.8378, 0.2914, -1.5497)  0.88
H (4.7755, -1.5382, 2.2533)  0.37
C (-2.4114, -1.4371, -0.7100)  -1.04
H (-1.6497, -0.5961, 2.5867)  0.24
C (-3.6715, 1.1265, -1.4981)  -1.18
S (0.9635, -0.9363, -1.3550)  -0.23
H (-1.6154, -2.1731, -0.8529)  0.31
C (2.6959, -1.6742, 1.8571)  0.74
H (-3.6787, 1.9702, -2.1967)  0.39
C (-2.0401, -0.3435, -3.4284)  -1.21
Sb (1.7744, 3.4235, -2.0430)  0.40
H (-1.8833, 0.5039, -4.1055)  0.38
H (1.4924, -2.4664, 3.4364)  0.42
S (-1.1677, 3.3392, -1.6141)  -0.19
H (-0.6934, -1.1188, 3.9951)  0.45
W (0.1983, 1.5476, -0.8229)  0.32
H (-4.4541, 0.4158, -1.7930)  0.43
O (-1.0575, 1.6034, 0.6597)  -0.72
H (3.5239, -0.7152, 0.2373)  0.30
S (2.2565, 4.8153, -3.8012)  -0.48
H (-3.3413, -1.7989, -1.1673)  0.49
N (2.6804, -0.8902, 0.7652)  -0.16
S (0.7783, 1.4790, -3.1757)  -0.16
H (-3.8749, 1.5132, -0.4944)  0.35
C (-0.8897, -1.2923, 2.9383)  -1.67
H (4.2859, -2.9929, 1.3864)  0.33
C (0.3726, -1.1461, 2.1540)  1.16
S (3.8539, 2.5614, -1.4969)  -0.46
N (0.3350, -0.3737, 1.0975)  -0.08
O (1.7100, 1.0957, 0.0514)  -0.38
Cl (-0.0599, 2.2832, 1.5661)  1.43
C (1.4940, -0.2398, 0.2705)  0.43
H (-1.2793, -1.1011, -3.6435)  0.36
H (3.9623, -2.8527, 3.1193)  0.37
O (0.5663, 3.1262, 0.5227)  -0.50
C (4.0036, -2.3044, 2.1836)  -1.46
O (-0.7829, 3.0779, 2.4963)  -0.57

Values from the calculation:
**Maximum force**: 8.8 eV Å⁻¹
**ΔE to the lowest compared entry with this formula, charge and spin**: 109.0 kcal/mol
**HOMO energy (spin up / spin down)**: -7.81 / -7.81 eV

Record 4
ORCA calculation (ωB97M-V with the def2-TZVPD basis set) on a structure of composition C9H17B.

Last column: Mulliken charge in e.
Positions of all 27 atoms, in Å:
H (3.3944, -0.5486, -0.8299)  0.29
C (1.7118, -1.3434, 0.2340)  0.63
H (1.8298, 3.1639, -1.5408)  0.27
H (1.1973, -3.3015, -0.0630)  0.32
C (2.6700, -1.4138, -0.9119)  -1.35
H (2.9447, 2.2949, 0.3895)  0.26
H (-4.0577, -0.5190, -1.2043)  0.33
C (-3.4932, 0.1497, -0.4731)  -1.44
H (-0.2743, -0.4475, 2.4830)  0.37
H (0.7590, 1.8908, -1.8273)  0.27
H (-2.1544, 0.9440, 1.5189)  0.52
C (-2.0450, -0.2627, -0.0889)  -0.15
C (-0.0616, 0.3501, 1.6877)  -0.60
H (-2.1866, -1.1838, 0.5163)  0.17
H (2.1354, -1.2658, -1.8896)  0.26
C (-1.3570, 0.7906, 0.8988)  -0.80
H (0.1034, -2.4152, 0.9483)  0.35
H (-3.5553, 1.0778, -0.9997)  0.39
C (0.9796, -2.4357, 0.4837)  -0.96
H (-4.1586, 0.3836, 0.3790)  0.35
C (2.1315, 1.6839, -0.0754)  -0.48
H (3.3208, -2.2511, -0.8832)  0.49
H (-1.5702, -0.5043, -0.9750)  0.39
H (-1.1364, 1.7156, 0.3429)  0.31
C (1.5821, 2.1754, -1.2034)  -0.61
H (0.1060, 1.2576, 2.3088)  0.26
B (1.1846, 0.0148, 0.7746)  0.17

Values from the calculation:
**Maximum force**: 4.3 eV Å⁻¹
**ΔE to the lowest compared entry with this formula, charge and spin**: 59.1 kcal/mol
**HOMO energy**: -9.05 eV

Record 5
ORCA calculation (ωB97M-V with the def2-TZVPD basis set) on a cluster of 2 separate species, C9H17B in total.

Last column: Mulliken charge in e.
Positions of all 27 atoms, in Å:
H (-1.0628, 0.6639, 1.0391)  0.26
C (0.5761, -0.2222, -2.6794)  -0.31
H (-2.3892, -2.5989, -0.5532)  0.32
H (1.5669, -0.0568, -0.7693)  0.14
H (-0.6747, 2.9314, 1.9815)  0.35
H (-0.9204, -2.9192, -2.5375)  0.23
C (-0.3980, 0.3776, 1.8567)  -1.16
H (2.2695, -0.1308, 1.9341)  0.33
C (0.7571, 1.3272, 1.9381)  1.03
C (-0.8460, -1.9833, -1.9652)  0.20
H (0.9495, 0.6214, -3.2393)  0.43
H (-0.0631, -0.6450, 1.6920)  0.28
H (-3.0093, -1.7542, -1.9801)  0.40
H (0.8121, 3.2525, 2.8807)  0.33
H (2.8343, 1.6104, 2.0321)  0.29
C (-0.5671, -0.8445, -2.9140)  -0.60
H (0.6498, -2.7055, -0.1377)  -0.10
C (1.3573, -0.8100, -1.5362)  -0.52
H (-0.9738, 0.4160, 2.7827)  0.41
C (-2.1962, -1.7891, -1.2553)  -1.26
C (0.4022, 2.7872, 1.9847)  -1.28
H (2.3406, -1.1473, -1.8784)  0.32
H (0.8171, 3.3051, 1.1205)  0.31
H (-2.1936, -0.8494, -0.7035)  0.25
B (0.4378, -1.9827, -1.0309)  0.07
C (2.0143, 0.9142, 1.9677)  -1.13
H (-1.2718, -0.5860, -3.6885)  0.40

Values from the calculation:
**Maximum force**: 1.0 eV Å⁻¹
**SMILES**: C[C@@H]1BCC=C1.C=C(C)C
**ΔE to the lowest compared entry with this formula, charge and spin**: 0.0 kcal/mol
**HOMO energy**: -9.09 eV

Record 6
ORCA calculation (ωB97M-V with the def2-TZVPD basis set) on a cluster of 2 separate species, C9H17Cl2O6S2 in total.

Last column: Mulliken charge in e.
Positions of all 36 atoms, in Å:
H (1.2297, -1.2708, 0.5784)  0.33
C (0.8689, -0.7761, -0.3348)  -0.04
H (-3.7715, -0.9221, 1.8396)  0.49
Cl (-1.8761, 1.1978, 1.2312)  0.02
O (4.0609, -2.0736, 0.6210)  -0.57
H (-0.9461, -3.0429, 0.6104)  0.51
C (3.8430, -1.1454, -0.0873)  0.71
H (2.2933, 0.5831, -1.0943)  0.35
H (-3.0760, -1.5322, -1.5003)  0.25
H (-2.4472, 0.8848, -1.4571)  0.28
O (3.0949, -1.3781, -1.2362)  -0.43
S (1.7992, 2.9636, 1.4604)  1.09
C (-1.1928, -2.0464, 0.2320)  -0.51
O (1.6935, 3.2764, 2.9019)  -0.78
H (1.6250, -0.4860, -2.3329)  0.40
H (0.3624, 0.1336, 0.0006)  -0.02
H (5.2933, 0.1408, 0.8003)  0.36
S (-2.9661, -1.9964, -0.2266)  0.00
H (3.6261, 0.7715, 0.8789)  0.07
H (-4.1915, 1.3426, 0.9583)  0.42
H (-0.9956, -1.3453, 1.0510)  0.47
H (-3.5478, 2.2011, -1.0479)  0.39
C (1.9998, -0.4558, -1.2989)  -0.75
H (0.2690, -2.5791, -1.3449)  0.23
C (-0.2355, -1.6944, -0.9335)  -0.72
H (-4.2379, 0.6559, -1.5621)  0.36
Cl (-5.5729, -0.8752, 0.3190)  -0.10
O (3.2247, 2.8844, 1.0533)  -0.78
C (4.3583, 0.2322, 0.2482)  -0.75
O (1.1777, 1.6159, 1.2021)  -0.65
O (1.0928, 3.9900, 0.6578)  -0.79
C (-3.4180, 0.7263, 0.4885)  0.05
H (-0.7146, -1.1841, -1.7804)  0.44
C (-3.4155, 1.1180, -1.0012)  -1.34
C (-3.8244, -0.7318, 0.7670)  -0.32
H (4.5172, 0.8176, -0.6616)  0.32

Values from the calculation:
**Maximum force**: 1.6 eV Å⁻¹
**Net charge**: -1
**HOMO energy**: -2.43 eV